58
Properties=species:S:1:pos:R:3:nbo_charge:R:1 method="wB97M-V/def2-TZVPD" spin_multiplicity=1 total_energy_ev=-34451.406 charge=0 e_above_lowest_kj_mol=30.0 orbital_gap_ha=0.348 smiles="CCOC(=O)CNC(=O)[C@@H]1CCCN(C(=O)[C@@H](O)[C@@H](OC)C(C)C)CC1"
C -7.699 -6.314 2.297 -0.627
C -8.392 -5.594 1.168 -0.071
O -7.460 -4.626 0.634 -0.530
C -7.916 -3.888 -0.389 0.794
O -9.017 -3.996 -0.854 -0.582
C -6.896 -2.902 -0.908 -0.325
N -5.664 -2.899 -0.157 -0.614
C -4.624 -2.128 -0.558 0.685
O -4.718 -1.407 -1.541 -0.654
C -3.375 -2.206 0.302 -0.292
C -3.245 -0.963 1.206 -0.391
C -3.457 0.414 0.572 -0.423
C -2.597 0.709 -0.671 -0.228
N -1.418 -0.139 -0.800 -0.448
C -0.280 0.002 -0.061 0.663
O 0.571 -0.867 -0.009 -0.617
C -0.076 1.347 0.643 -0.014
O 0.816 1.174 1.725 -0.699
C 0.428 2.393 -0.366 0.109
O 0.467 3.672 0.248 -0.546
C -0.771 4.339 0.245 -0.244
C 1.790 2.102 -1.004 -0.244
C 2.972 2.272 -0.051 -0.611
C 1.964 3.001 -2.228 -0.601
C -1.626 -1.420 -1.470 -0.223
C -2.114 -2.511 -0.521 -0.404
H -8.374 -7.055 2.725 0.223
H -6.807 -6.828 1.942 0.215
H -7.411 -5.618 3.085 0.214
H -8.684 -6.268 0.364 0.194
H -9.284 -5.063 1.500 0.194
H -6.711 -3.141 -1.958 0.241
H -7.367 -1.917 -0.906 0.237
H -5.571 -3.536 0.614 0.418
H -3.496 -3.057 0.980 0.208
H -3.965 -1.056 2.024 0.213
H -2.254 -1.008 1.668 0.213
H -4.505 0.537 0.295 0.220
H -3.256 1.157 1.350 0.201
H -3.195 0.531 -1.561 0.236
H -2.307 1.759 -0.687 0.201
H -1.041 1.693 1.022 0.176
H 0.428 1.565 2.510 0.476
H -0.307 2.418 -1.185 0.172
H -0.621 5.309 0.716 0.198
H -1.138 4.490 -0.777 0.167
H -1.541 3.798 0.812 0.153
H 1.761 1.061 -1.337 0.217
H 2.966 3.271 0.389 0.210
H 2.952 1.542 0.752 0.236
H 3.904 2.155 -0.608 0.200
H 1.972 4.052 -1.930 0.209
H 2.909 2.787 -2.729 0.210
H 1.159 2.856 -2.952 0.199
H -2.343 -1.258 -2.272 0.218
H -0.675 -1.734 -1.898 0.229
H -1.308 -2.723 0.185 0.228
H -2.278 -3.423 -1.103 0.213

=====

16
Properties=species:S:1:pos:R:3:nbo_charge:R:1 method="wB97M-V/def2-TZVPD" spin_multiplicity=1 total_energy_ev=-18423.582 charge=0 e_above_lowest_kj_mol=270.1 orbital_gap_ha=0.311
C 0.469 1.932 0.068 0.619
C -0.244 0.112 -1.327 -0.468
C 0.325 -0.399 1.135 -0.209
C -0.610 1.445 -0.789 -0.037
C -0.674 -0.544 -0.014 -0.104
N 0.776 1.031 1.007 -0.614
N -1.676 0.485 0.436 -0.642
O 0.970 2.996 -0.026 -0.573
I -3.658 0.109 0.072 0.279
H -0.809 0.014 -2.309 0.239
H 0.814 0.091 -1.597 0.221
H -0.066 -0.650 2.174 0.226
H 1.320 -0.941 1.054 0.202
H -1.292 2.058 -1.368 0.242
H -0.936 -1.683 -0.013 0.219
H 1.252 1.373 1.794 0.400

=====

78
Properties=species:S:1:pos:R:3:mulliken_spin:R:1 method="wB97M-V/def2-TZVPD" spin_multiplicity=5 total_energy_ev=-69730.360 charge=+2 e_above_lowest_kj_mol=0.0 orbital_gap_ha="0.228 / 0.207"
Pd 0.910 -1.941 1.238 1.137
O 3.197 -5.090 2.239 0.262
C 3.061 -4.165 1.425 -0.044
N 2.816 -2.863 1.748 0.576
C 3.241 -2.455 3.040 -0.044
O 4.385 -2.478 3.526 0.052
C 2.088 -2.066 3.861 0.017
C 2.298 -1.829 5.250 0.006
C 1.230 -1.289 5.931 -0.002
C 0.028 -1.087 5.295 0.018
C -0.094 -1.393 3.949 0.009
N 0.891 -1.904 3.281 0.029
C 3.150 -4.542 0.007 -0.014
C 2.492 -5.651 -0.479 -0.013
C 2.317 -5.795 -1.875 0.003
C 3.043 -4.936 -2.693 -0.006
C 3.943 -4.055 -2.078 0.000
N 3.942 -3.853 -0.783 -0.004
H 3.318 -2.038 5.632 0.000
H 1.317 -1.068 7.013 0.001
H -0.798 -0.654 5.912 0.000
H -1.023 -1.235 3.429 -0.022
H 2.057 -6.343 0.366 -0.002
H 1.613 -6.531 -2.296 0.000
H 2.942 -4.875 -3.764 0.000
H 4.697 -3.500 -2.691 0.000
O -2.174 5.553 3.127 0.000
C -2.248 5.016 2.044 -0.003
O -1.511 3.713 1.926 0.005
C -2.665 5.491 0.728 -0.006
C -3.100 6.762 0.492 0.001
C -3.488 7.049 -0.872 -0.001
C -3.347 6.116 -1.856 0.004
C -2.689 4.877 -1.614 -0.002
C -2.449 4.521 -0.294 -0.001
P -1.623 3.079 0.388 -0.022
C -0.043 2.636 -0.316 -0.047
C 1.178 3.010 0.241 0.326
C 2.373 2.765 -0.478 -0.087
C 2.305 2.141 -1.695 0.369
C 1.009 1.465 -2.213 0.075
C -0.207 1.803 -1.438 0.419
C -2.558 1.617 0.229 0.028
C -3.526 1.366 -0.768 -0.005
C -4.278 0.151 -0.716 0.002
C -4.020 -0.787 0.310 0.004
C -2.933 -0.591 1.198 0.003
C -2.148 0.544 1.064 -0.009
H -3.430 7.450 1.304 0.000
H -3.826 8.044 -1.059 0.000
H -3.707 6.221 -2.856 0.000
H -2.606 4.225 -2.463 -0.002
H 1.153 3.519 1.217 0.006
H 3.294 3.097 -0.025 0.007
H 3.140 2.274 -2.391 -0.010
H 0.880 1.936 -3.207 0.059
H -1.209 1.496 -1.831 -0.109
H -3.832 2.212 -1.484 -0.001
H -5.164 0.043 -1.356 0.000
H -4.674 -1.669 0.389 0.000
H -2.644 -1.335 2.031 -0.006
H -1.224 0.716 1.654 0.013
C -1.755 -2.399 -3.381 -0.012
N -0.650 -1.720 -2.626 0.097
C 0.121 -0.732 -3.218 0.711
C 1.222 -0.098 -2.471 0.036
C 1.644 -0.950 -1.286 0.052
N 0.852 -1.865 -0.766 0.005
C -0.451 -2.098 -1.279 -0.018
O -1.361 -2.671 -0.679 0.113
N 2.853 -0.749 -0.725 0.025
H -2.663 -2.338 -2.742 0.000
H -1.555 -3.460 -3.577 0.001
H -1.977 -1.930 -4.335 0.007
H -0.265 -0.342 -4.226 -0.017
H 2.169 -0.109 -3.104 0.046
H 3.334 0.102 -1.047 -0.010
H 3.410 -1.531 -0.430 -0.005

=====

20
Properties=species:S:1:pos:R:3:nbo_charge:R:1 method="wB97M-V/def2-TZVPD" spin_multiplicity=1 total_energy_ev=-12530.878 charge=0 e_above_lowest_kj_mol=213.6 orbital_gap_ha=0.359 smiles="O=CCCCO.O.O"
O -0.451 -0.261 -1.917 -0.556
C 0.681 0.127 -2.061 0.457
C 1.160 1.225 -1.037 -0.508
C 0.947 0.570 0.382 -0.429
C 0.449 1.492 1.568 -0.043
O -0.692 1.035 2.210 -0.732
H 1.292 -0.146 -2.913 0.125
H 0.507 2.110 -1.119 0.237
H 2.232 1.466 -1.091 0.207
H 0.319 -0.331 0.403 0.215
H 2.025 0.349 0.469 0.200
H 1.246 1.507 2.324 0.153
H 0.407 2.518 1.163 0.154
H -0.970 0.148 1.924 0.498
O -1.326 -2.887 -0.219 -0.955
H -1.468 -2.825 -1.160 0.501
H -0.576 -3.442 0.030 0.489
O -2.170 -0.686 0.628 -0.977
H -1.621 -1.529 0.696 0.487
H -1.988 -0.440 -0.283 0.478

=====

34
Properties=species:S:1:pos:R:3:nbo_charge:R:1 method="wB97M-V/def2-TZVPD" spin_multiplicity=1 total_energy_ev=-32112.390 charge=0 e_above_lowest_kj_mol=271.6 orbital_gap_ha=0.296 smiles="CN(C)c1cccc(C(=O)N/N=C/c2ccsc2)c1"
C -4.704 0.534 -1.333 -0.394
N -3.719 0.683 -0.209 -0.454
C -3.660 -0.316 0.870 -0.399
C -2.587 1.486 -0.343 0.151
C -2.761 2.828 -0.700 -0.215
C -1.644 3.691 -0.820 -0.191
C -0.372 3.211 -0.511 -0.185
C -0.156 1.889 -0.156 -0.133
C 1.246 1.417 0.072 0.637
O 2.176 2.252 0.251 -0.587
N 1.472 0.041 0.152 -0.455
N 2.692 -0.552 0.437 -0.177
C 2.760 -1.833 0.084 0.042
C 3.931 -2.629 0.414 -0.141
C 5.189 -2.081 0.945 -0.225
C 6.037 -3.098 1.337 -0.388
S 5.463 -4.708 0.909 0.405
C 3.958 -4.002 0.314 -0.362
C -1.288 0.998 -0.122 -0.205
H -4.341 -0.219 -2.026 0.178
H -4.868 1.449 -1.903 0.209
H -5.647 0.213 -0.968 0.201
H -3.165 -1.180 0.506 0.168
H -4.675 -0.601 1.176 0.203
H -3.133 0.093 1.728 0.213
H -3.747 3.210 -0.911 0.213
H -1.843 4.714 -1.097 0.217
H 0.436 3.883 -0.546 0.236
H 0.700 -0.557 -0.140 0.362
H 1.868 -2.321 -0.290 0.161
H 5.402 -1.013 1.053 0.251
H 6.995 -2.851 1.759 0.240
H 3.132 -4.589 -0.055 0.234
H -1.149 -0.042 0.125 0.191

=====

16
Properties=species:S:1:pos:R:3:nbo_charge:R:1 method="wB97M-V/def2-TZVPD" spin_multiplicity=1 total_energy_ev=-20138.792 charge=0 e_above_lowest_kj_mol=197.1 orbital_gap_ha=0.324 smiles="CSC(/C=N/O)=C/N"
C 0.473 2.193 -1.670 -0.740
S -0.003 0.504 -2.121 0.227
C 0.031 -0.306 -0.555 -0.395
C -1.139 -0.179 0.309 0.029
N -1.198 -0.713 1.480 -0.208
O -2.441 -0.450 2.055 -0.570
C 1.114 -1.071 -0.233 0.100
N 1.286 -1.752 0.930 -0.788
H 0.465 2.767 -2.572 0.223
H 1.477 2.203 -1.244 0.213
H -0.251 2.627 -0.941 0.214
H -1.950 0.388 -0.053 0.194
H -2.391 -0.885 2.942 0.473
H 1.966 -1.169 -0.944 0.209
H 0.510 -1.774 1.584 0.427
H 2.051 -2.384 1.032 0.392

=====

12
Properties=species:S:1:pos:R:3:nbo_charge:R:1 method="wB97M-V/def2-TZVPD" spin_multiplicity=1 total_energy_ev=-14529.835 charge=-1 e_above_lowest_kj_mol=24.9 orbital_gap_ha=0.252
N -0.318 -2.678 -0.039 -1.110
H 0.001 -1.798 -0.518 0.403
H 0.635 -3.028 0.129 0.332
H -0.503 -2.326 0.907 0.331
C -0.411 1.591 1.315 -0.618
C -0.723 0.734 0.113 -0.519
S 0.779 0.352 -0.853 -0.715
H -1.318 1.759 1.947 0.167
H 0.166 0.995 2.039 0.190
H 0.208 2.455 1.069 0.205
H -1.123 -0.201 0.503 0.163
H -1.530 1.139 -0.503 0.171